1.
Entry from OMol25: 8 unconnected molecules or ions with the total composition C46H38N3O28 in a non-equilibrium geometry (ωB97M-V with the def2-TZVPD basis set).

Summary:
Total charge = +1
E_HOMO = -0.387 Eh

```
115
Properties=species:S:1:pos:R:3:forces:R:3:lowdin_charge:R:1
C 0.80890 5.30489 -0.37087 -0.686 -0.476 1.299 0.009
N 2.26610 5.30116 -0.56735 -3.313 -0.059 -1.533 -0.064
C 3.01833 6.55851 -0.41175 2.996 -1.982 0.759 -0.061
C 4.19584 6.24619 -1.40506 -2.059 0.427 -1.386 -0.135
N 4.19325 4.76666 -1.52989 -0.217 -0.402 0.999 0.064
C 2.82202 4.35304 -1.28695 2.270 2.894 0.552 -0.322
N 2.30898 3.21116 -1.69338 -0.471 -0.913 0.062 0.236
H 0.32276 4.47955 -0.91423 0.423 0.353 0.063 0.099
H 0.62802 5.12272 0.70520 -0.093 0.169 -0.505 0.092
H 0.31432 6.24553 -0.64959 0.585 -0.175 -0.060 0.107
H 2.48557 7.50159 -0.56068 -0.159 -0.589 0.106 0.142
H 3.50994 6.42391 0.57701 -0.715 1.014 -0.055 0.135
H 5.16586 6.66415 -1.12357 -0.297 -0.234 -0.202 0.133
H 3.83724 6.56055 -2.40461 0.746 0.428 0.397 0.129
H 4.59015 4.50519 -0.61220 0.605 -0.866 -0.706 0.140
H 1.82591 2.59395 -1.04857 -0.317 0.388 -0.164 0.130
H 2.44113 2.86123 -2.64126 0.745 -0.081 0.380 0.128
C 0.35991 3.06912 3.94728 -0.166 -0.102 0.017 0.091
C 1.49666 3.70260 3.66188 -0.347 -0.258 -0.366 -0.229
C 2.35607 4.30036 4.72871 0.129 0.154 0.773 -0.315
O 3.39307 4.85067 4.40186 -0.087 -0.050 -0.479 0.106
C 1.90582 4.19891 6.11009 0.198 0.076 -0.314 0.085
C 0.76121 3.56584 6.40385 0.263 0.258 0.656 -0.223
C -0.08345 2.94491 5.33652 -0.059 -0.063 -0.521 -0.273
O -1.10419 2.36563 5.65043 0.578 0.319 -0.011 0.103
O 0.31783 3.45621 7.65518 -0.266 -0.239 -0.642 0.135
O 1.93978 3.84193 2.39727 0.290 0.231 0.152 0.060
H -0.26771 2.63149 3.18200 0.006 -0.014 0.009 0.137
H 2.52730 4.65033 6.87051 -0.018 -0.024 0.015 0.142
H -0.52160 2.95799 7.60112 0.003 0.012 0.175 0.131
H 2.78083 4.33349 2.47422 0.016 -0.054 0.184 0.105
C -4.43896 -1.08762 3.95178 -0.199 -0.258 0.053 0.074
C -3.64446 -0.18254 4.52789 0.230 -0.142 -0.677 -0.226
C -3.88654 0.30180 5.91895 -0.373 -0.011 0.502 -0.300
O -3.11261 1.11288 6.38554 -0.341 -0.260 0.072 0.101
C -5.04441 -0.22291 6.64086 0.175 0.146 0.003 0.095
C -5.84209 -1.12620 6.06323 -0.090 0.228 0.640 -0.208
C -5.58407 -1.63134 4.67773 0.298 0.002 -0.463 -0.303
O -6.33027 -2.46635 4.20453 -0.186 0.028 0.271 0.123
O -6.91440 -1.62811 6.69205 0.262 -0.195 -0.870 0.075
O -2.58357 0.34538 3.89514 -0.210 0.128 0.549 0.091
H -4.27065 -1.44518 2.94760 -0.013 -0.013 0.026 0.118
H -5.21967 0.14776 7.64149 -0.018 -0.040 0.004 0.141
H -7.32678 -2.26193 6.06957 0.096 0.067 -0.114 0.126
H -2.18118 0.97195 4.53525 0.052 0.053 -0.028 0.081
C 3.35505 -1.45847 -3.66579 -0.144 0.456 -0.161 0.083
C 3.36501 -2.64264 -3.03878 0.495 0.001 -0.548 -0.219
C 2.44749 -2.92928 -1.88895 -0.384 0.117 0.356 -0.301
O 2.47868 -4.02058 -1.36358 0.232 -0.047 -0.191 0.142
C 1.54766 -1.85926 -1.44799 0.024 -0.143 0.070 0.090
C 1.54752 -0.68516 -2.07948 -0.311 -0.139 0.410 -0.234
C 2.44503 -0.41074 -3.24059 0.528 -0.345 -0.426 -0.306
O 2.38334 0.68682 -3.78152 -0.184 0.274 0.420 0.077
O 0.74402 0.33132 -1.71749 0.332 0.214 -0.102 0.083
O 4.19009 -3.62011 -3.41160 -0.484 0.008 0.555 0.122
H 4.01283 -1.24301 -4.49698 0.033 -0.060 0.019 0.129
H 0.89959 -2.06612 -0.60741 -0.008 -0.008 -0.021 0.142
H 0.94985 1.04328 -2.35007 -0.249 -0.170 -0.262 0.083
H 4.00493 -4.36926 -2.81165 0.076 -0.073 -0.090 0.131
C 9.31615 -3.10651 -6.89098 -0.168 0.293 -0.013 0.084
C 9.32744 -4.29171 -6.26607 0.467 0.008 -0.524 -0.230
C 8.41081 -4.58078 -5.11600 -0.407 0.185 0.353 -0.308
O 8.44370 -5.67708 -4.59334 0.241 -0.073 -0.207 0.121
C 7.51502 -3.51681 -4.67317 0.086 -0.279 0.087 0.079
C 7.50880 -2.33568 -5.29465 -0.453 -0.057 0.501 -0.231
C 8.40377 -2.05574 -6.45861 0.527 -0.249 -0.376 -0.312
O 8.34260 -0.96531 -7.00037 -0.188 0.122 0.412 0.083
O 6.69851 -1.34215 -4.90257 0.321 0.125 -0.431 0.093
O 10.15099 -5.27444 -6.63378 -0.445 0.025 0.462 0.121
H 9.97058 -2.88631 -7.72304 -0.001 -0.025 0.005 0.141
H 6.86938 -3.72674 -3.83231 -0.022 0.014 -0.028 0.124
H 6.88176 -0.59774 -5.50736 -0.028 -0.026 -0.004 0.121
H 9.96168 -6.01894 -6.03059 0.073 -0.047 -0.068 0.124
C -10.60801 -3.58985 9.26646 -0.158 -0.076 0.205 0.078
C -9.46825 -2.94039 9.00471 -0.310 -0.253 -0.609 -0.225
C -8.63558 -2.34550 10.10017 0.078 0.123 0.605 -0.311
O -7.59713 -1.78033 9.81425 -0.059 -0.051 -0.297 0.111
C -9.11711 -2.46967 11.47243 0.180 0.078 -0.224 0.075
C -10.25866 -3.11638 11.73255 0.277 0.240 0.596 -0.237
C -11.07640 -3.73379 10.64129 -0.117 -0.126 -0.629 -0.315
O -12.09720 -4.32661 10.93313 0.053 0.084 0.334 0.114
O -10.72924 -3.24647 12.97655 -0.237 -0.209 -0.519 0.112
O -9.01368 -2.78975 7.75458 0.268 0.182 0.690 0.092
H -11.21627 -4.02507 8.48591 0.021 0.002 -0.004 0.136
H -8.51728 -2.02185 12.25225 -0.014 -0.017 0.008 0.136
H -11.56054 -3.75212 12.89233 0.012 0.006 0.081 0.121
H -8.17235 -2.28755 7.82486 -0.224 -0.020 0.183 0.074
C 5.10342 -2.57416 -11.73133 -0.171 -0.092 0.227 0.077
C 6.22044 -1.89218 -12.01153 -0.291 -0.218 -0.583 -0.234
C 7.06986 -1.29971 -10.92915 0.072 0.091 0.567 -0.305
O 8.08503 -0.70532 -11.23392 -0.079 -0.054 -0.320 0.121
C 6.63038 -1.46262 -9.54487 0.163 0.145 -0.137 0.080
C 5.51373 -2.14102 -9.26925 0.297 0.220 0.466 -0.228
C 4.67947 -2.75594 -10.34740 -0.128 -0.133 -0.625 -0.317
O 3.68089 -3.37887 -10.03604 0.051 0.088 0.361 0.109
O 5.07975 -2.30900 -8.00868 -0.226 -0.178 -0.414 0.094
O 6.63711 -1.70482 -13.26680 0.252 0.187 0.531 0.115
H 4.48321 -3.00828 -12.50299 0.025 0.002 -0.007 0.138
H 7.23834 -1.01842 -8.76743 -0.042 -0.009 -0.160 0.105
H 4.25936 -2.83359 -8.08362 0.029 -0.017 0.026 0.116
H 7.46221 -1.18724 -13.19686 -0.004 -0.023 -0.091 0.122
C -6.48109 -0.63359 -0.03551 -0.203 -0.044 -0.088 0.086
C -5.42692 0.14654 0.21990 0.027 -0.571 0.242 -0.229
C -5.34379 1.54996 -0.29313 -0.302 0.481 -0.355 -0.317
O -4.36582 2.22324 -0.01406 0.180 -0.279 0.155 0.093
C -6.44109 2.04772 -1.11233 0.325 0.025 0.168 0.073
C -7.49765 1.26779 -1.37304 -0.106 0.628 -0.325 -0.233
C -7.59336 -0.12798 -0.83718 0.227 -0.503 0.334 -0.310
O -8.58068 -0.78872 -1.08717 -0.110 0.271 -0.197 0.126
O -8.51789 1.69058 -2.12073 0.103 -0.557 0.293 0.120
O -4.38717 -0.28163 0.94930 -0.025 0.563 -0.385 0.084
H -6.55247 -1.64817 0.33216 0.001 0.016 0.018 0.141
H -6.36147 3.05688 -1.49137 -0.037 -0.007 0.001 0.135
H -9.14786 0.94451 -2.15563 -0.057 0.071 -0.046 0.125
H -3.76668 0.47150 0.98712 0.029 -0.047 0.103 0.115
```
Positions in Å, forces in eV/Å.

***

2.
Entry from OMol25: C12H7ClFO4P in the gas phase in a non-equilibrium geometry (ωB97M-V with the def2-TZVPD basis set).

Summary:
Structure (SMILES) = O=C(F)Cc1ccc2c(c1)C(=O)C=C(P(O)Cl)C2=O
Total charge = 0
E_HOMO = -0.343 Eh

```
26
Properties=species:S:1:pos:R:3:forces:R:3:nbo_charge:R:1
O 5.28146 -0.70290 -0.57442 -0.333 0.215 0.245 -0.514
C 4.28225 -0.58633 0.05024 0.596 0.095 -0.370 0.872
F 3.64645 -1.77486 0.42047 0.003 1.892 0.128 -0.354
C 3.63696 0.79615 0.42950 -1.744 -1.519 0.702 -0.539
C 2.10659 0.70812 0.05736 -0.881 0.004 -0.516 0.001
C 1.79051 0.22617 -1.29586 -2.341 0.436 1.086 -0.209
C 0.38732 0.07951 -1.69533 0.529 0.865 2.433 -0.156
C -0.62677 0.42086 -0.70490 0.567 -0.097 0.289 -0.152
C -0.32100 0.91472 0.64292 0.918 -0.642 -1.139 -0.030
C 1.07220 1.06304 1.04884 -0.571 -0.778 -2.501 -0.213
C -1.54649 1.21795 1.57595 0.192 -0.771 -1.090 0.530
O -1.56511 2.12141 2.37058 0.071 -0.646 -0.180 -0.481
C -2.77669 0.25879 1.35475 0.476 -0.103 -0.647 -0.225
C -3.06018 -0.21823 0.10846 1.240 0.173 -0.555 -0.435
P -4.49864 -1.41460 -0.15794 -0.774 -0.789 1.005 1.100
O -3.85434 -2.89303 0.39610 0.721 2.166 -0.823 -0.946
Cl -4.81499 -1.71587 -2.21472 0.785 0.157 0.737 -0.295
C -2.13770 0.23810 -1.08885 0.832 0.277 1.219 0.547
O -2.53709 0.46845 -2.19981 0.066 -0.358 0.566 -0.483
H 4.15679 1.63582 -0.09425 -0.278 -0.999 0.489 0.266
H 3.66818 0.89823 1.55320 0.312 0.051 -1.189 0.251
H 2.56873 -0.05365 -2.04978 -0.576 0.367 1.043 0.239
H 0.04620 -0.30475 -2.68708 0.537 0.470 0.989 0.249
H 1.32735 1.41742 2.07364 -0.163 -0.320 -1.033 0.243
H -3.35178 -0.02195 2.26992 0.378 0.411 -0.890 0.247
H -2.88020 -2.77858 0.41100 -0.561 -0.555 0.003 0.488
```
Positions in Å, forces in eV/Å.

***

3.
Entry from OMol25: a molecular structure, C36H28N5O9S3Y in a non-equilibrium geometry (ωB97M-V with the def2-TZVPD basis set).

Summary:
ΔE to the lowest compared entry with this formula, charge and spin = 1.298 eV
Total charge = -2
E_HOMO = -0.093 Eh

```
82
Properties=species:S:1:pos:R:3:forces:R:3:lowdin_charge:R:1
Y 13.96309 -16.06729 -2.98358 -0.358 0.740 0.171 1.555
C 12.32854 -17.39385 -6.75209 -0.175 -0.274 -0.483 -0.069
O 11.00081 -17.90419 -6.39570 0.776 0.106 0.716 -0.107
C 10.36657 -17.47556 -5.21462 0.911 1.911 -1.158 -0.199
C 9.03698 -17.74489 -5.11196 -0.792 -1.988 -1.140 -0.054
C 8.18731 -17.21904 -4.12247 0.668 -0.684 -1.191 -0.139
C 8.76923 -16.38738 -3.22182 -0.211 0.576 1.678 -0.108
C 10.13912 -16.01157 -3.26387 -0.171 -0.297 -0.352 -0.121
C 10.62910 -15.12927 -2.18524 -0.143 0.668 1.062 -0.095
N 11.83751 -14.72290 -1.99182 -0.238 -0.582 -0.519 -0.049
N 12.11616 -13.77506 -0.96159 -1.420 -1.062 -1.152 0.086
C 13.38411 -13.54252 -0.98644 -0.251 1.617 0.880 -0.508
O 14.27759 -14.11770 -1.68129 1.104 -0.407 -0.675 -0.179
C 13.81346 -12.34168 -0.14349 0.044 -0.560 0.231 -0.139
C 14.94815 -12.47066 0.62950 0.834 -0.028 -0.597 -0.031
C 15.57576 -11.35569 1.18036 -0.072 -1.397 0.949 -0.106
C 14.99373 -10.11661 1.09230 0.692 2.996 1.197 -0.141
C 13.78488 -9.95945 0.42710 -0.483 -0.056 -1.387 -0.110
C 13.20966 -11.09266 -0.16096 -0.048 0.447 -0.700 -0.050
C 10.96002 -16.48885 -4.35849 -0.327 -0.225 1.464 -0.288
O 12.18887 -16.13125 -4.48864 0.619 -0.022 0.730 -0.205
H 13.15076 -17.69872 -6.07109 -0.725 -0.019 -0.470 0.090
H 12.51086 -17.72166 -7.79678 -0.199 -0.461 0.670 0.083
H 12.34816 -16.31259 -6.84412 -0.200 0.186 0.403 0.072
H 8.72984 -18.53682 -5.85335 -0.211 1.059 0.731 0.124
H 7.13335 -17.46526 -4.11416 0.088 -0.080 0.180 0.082
H 8.10508 -16.13125 -2.36480 0.866 0.406 -0.514 0.106
H 9.83800 -14.80681 -1.44132 0.718 -0.187 -0.782 0.122
H 15.41964 -13.44648 0.66308 0.078 -0.028 0.157 0.109
H 16.45440 -11.59607 1.78060 0.000 0.624 -0.193 0.099
H 15.48248 -9.17337 1.59301 -0.798 -1.969 -1.095 0.122
H 13.34111 -8.98661 0.06598 0.642 -0.931 1.145 0.110
H 12.35591 -10.93719 -0.79710 -0.354 -0.132 -0.068 0.099
C 13.20672 -12.36380 -5.86721 0.194 -0.913 0.071 -0.091
C 13.88150 -12.66531 -7.04924 -1.023 -0.048 0.440 -0.075
C 14.68406 -13.80757 -7.12979 0.262 1.674 -1.870 -0.027
C 14.90098 -14.52479 -5.98556 0.089 -1.168 1.882 -0.247
N 14.26515 -14.26171 -4.81918 -1.189 1.650 -0.127 0.047
C 13.41857 -13.21409 -4.77985 0.399 -0.084 -0.513 -0.138
C 15.82064 -15.67002 -5.81963 -0.020 -0.265 -0.774 -0.228
C 16.75906 -15.90315 -6.81976 0.818 -0.887 -0.897 -0.073
C 17.65142 -16.97097 -6.69751 -0.502 0.830 0.828 -0.109
C 17.63623 -17.67796 -5.48322 1.723 -0.979 -1.841 -0.132
C 16.67399 -17.47425 -4.55384 -0.215 -0.619 1.331 -0.162
C 15.68685 -16.50547 -4.69605 -0.252 0.634 0.287 -0.147
H 12.45553 -11.58424 -5.76510 0.412 0.071 -0.180 0.101
H 13.64694 -12.03243 -7.89879 0.389 -0.187 -0.211 0.096
H 15.18336 -13.98842 -8.12436 -0.495 -0.182 1.455 0.119
H 12.87725 -12.99691 -3.86573 0.184 -0.389 0.181 0.103
H 16.83053 -15.34792 -7.77039 -0.273 0.055 0.687 0.094
H 18.34686 -17.13411 -7.50436 0.302 -0.292 0.051 0.076
H 18.38673 -18.46826 -5.30422 -0.320 0.396 -0.179 0.094
H 16.76879 -18.12129 -3.65512 -0.543 0.624 -0.544 0.097
O 12.03791 -19.36207 -1.36123 0.082 -0.688 0.061 -0.286
S 13.22356 -18.57102 -1.47592 0.991 -0.746 1.484 0.425
O 13.78897 -18.46685 -2.81547 -0.036 0.387 -1.286 -0.381
O 13.11580 -17.25906 -0.86986 0.032 1.135 -0.293 -0.355
C 14.61610 -19.37089 -0.57778 0.405 -0.848 -0.081 -0.172
C 14.51488 -20.76611 -0.44432 -1.046 -0.860 -0.865 -0.096
C 15.44222 -21.59354 0.17221 -0.438 -0.622 1.190 -0.115
C 16.52769 -20.98004 0.77502 0.156 0.780 0.518 -0.102
C 16.71945 -19.60308 0.59074 0.084 0.730 -0.333 -0.072
C 15.83684 -18.77759 -0.12368 -1.213 -0.937 -0.182 -0.193
S 16.36622 -17.05541 -0.37244 -1.547 0.262 -0.004 0.487
O 17.79027 -17.16282 -0.10972 -0.147 0.689 0.012 -0.348
O 15.53616 -16.21534 0.49293 1.295 -0.719 -0.263 -0.325
O 16.07416 -16.76379 -1.80624 -0.056 -0.086 0.643 -0.445
H 13.67761 -21.36756 -0.86342 0.191 1.258 0.214 0.117
H 15.13853 -22.67958 0.37248 0.813 1.633 -0.516 0.119
H 17.16204 -21.46820 1.51057 0.118 -0.258 -0.430 0.091
H 17.57666 -19.02994 0.96900 -0.193 -0.787 0.047 0.102
S 15.80530 -10.73704 -4.06288 0.651 -1.202 0.186 0.502
C 16.91688 -12.02706 -3.96642 -0.093 0.155 0.820 -0.820
N 16.74127 -13.09807 -3.04874 -3.087 1.648 0.340 0.079
C 17.62635 -14.05026 -2.82312 0.937 -2.111 0.070 -0.074
C 18.77652 -14.09147 -3.59694 -0.431 0.332 0.894 -0.042
C 18.91087 -12.99774 -4.47759 1.556 -1.587 1.081 -0.180
N 18.09944 -12.01671 -4.64888 -1.489 0.816 -0.210 0.042
H 15.77483 -13.12299 -2.51828 2.000 -0.122 -0.953 0.148
H 17.41032 -14.86828 -2.07105 -0.067 1.262 -0.872 0.134
H 19.57480 -14.81821 -3.36956 -0.650 0.492 -0.479 0.109
H 19.87835 -12.91559 -4.93285 0.380 0.126 -0.760 0.092
```
Positions in Å, forces in eV/Å.

***

Record order is preserved below.
LUMO: -3.91 -1.49 4.38 eV